# 1
Formula: C19H22AlClN2O2Re
Source: the Open Molecules 2025 dataset
Level of theory: the ωB97M-V functional and the def2-TZVPD basis

Positions of all 48 atoms, in Å:
Al1 -3.388832 -5.070808 -0.445599
Cl1 -1.749271 -4.116286 0.826843
C1 -2.698615 -6.740858 -1.291879
C2 -5.060290 -5.162285 0.643904
H1 -3.513741 -7.348005 -1.725350
H2 -2.004018 -6.499662 -2.108420
H3 -2.154673 -7.376389 -0.580591
H4 -5.838880 -5.782857 0.167511
H5 -5.483048 -4.155972 0.772185
H6 -4.879544 -5.571041 1.647049
Re1 -0.844510 -2.099311 -0.011979
C3 0.602009 -3.166668 -0.985454
C4 -1.795541 -1.774102 -1.589288
H7 0.225825 -3.839526 -1.771375
H8 1.308841 -2.491543 -1.492765
H9 1.176714 -3.771880 -0.266056
H10 -2.226797 -0.775526 -1.801756
H11 -2.012385 -2.468666 -2.421690
O1 0.652468 -1.522725 1.686678
C5 0.628906 -0.377638 1.148302
N1 1.394879 0.722351 1.325605
C6 1.011226 1.822161 0.452572
C7 -0.089635 1.144545 -0.382689
O2 -0.639826 1.568890 -1.383388
N2 -0.300419 -0.121875 0.168566
C8 0.495066 2.964531 1.344265
C9 -0.849608 3.319338 1.399205
C10 -1.271635 4.379478 2.208890
C11 -0.353020 5.062219 3.007457
C12 0.994976 4.682599 2.995190
C13 1.411215 3.629347 2.178570
C14 2.131580 2.205071 -0.497410
C15 2.393334 3.538875 -0.824281
C16 3.341838 3.860695 -1.787695
C17 4.028489 2.852213 -2.461391
C18 3.755324 1.507527 -2.154824
C19 2.801920 1.187675 -1.181815
H12 2.153660 0.717657 2.005423
H13 -1.567789 2.805772 0.765275
H14 -2.320235 4.660502 2.214463
H15 -0.664637 5.881606 3.646939
H16 1.746764 5.197658 3.604575
H17 2.469780 3.344275 2.137144
H18 1.834579 4.310408 -0.302386
H19 3.515161 4.913876 -2.006631
H20 4.758487 3.110251 -3.223405
H21 4.268943 0.710405 -2.691718
H22 2.604966 0.133701 -0.956778

Cartesian forces, eV/Å:
Al 0.0 -1.0 0.9
Cl -0.4 -0.8 0.1
C -0.1 0.5 -0.6
C -0.1 0.5 -0.5
H 0.2 0.3 0.2
H -0.1 -0.2 0.1
H -0.1 0.3 0.0
H 0.4 0.2 0.1
H 0.0 -0.2 0.1
H 0.2 0.1 -0.2
Re -0.6 0.5 -0.2
C 1.4 -0.6 -0.5
C -1.7 0.0 -0.9
H -0.1 0.1 0.3
H -0.1 -0.1 0.1
H -0.1 0.1 -0.1
H 0.3 -0.4 0.1
H 0.2 0.1 0.2
O 0.3 1.4 -0.4
C -0.1 0.6 0.1
N 0.7 -1.4 1.0
C 0.0 0.5 0.7
C -1.1 -1.0 -1.1
O 0.7 0.0 1.4
N 0.5 0.3 0.1
C 0.1 0.1 0.1
C 0.1 0.3 -0.2
C 0.4 -0.1 0.2
C 0.2 -0.3 -0.1
C 0.1 -0.3 -0.2
C -0.1 0.1 -0.2
C 0.2 0.2 -0.5
C -0.2 -0.4 0.3
C 0.0 0.0 0.0
C -0.3 -0.3 0.3
C -0.2 0.4 0.1
C 0.5 0.1 -0.2
H -0.4 0.3 -0.4
H 0.1 0.1 0.1
H 0.1 0.0 0.0
H -0.1 -0.1 -0.1
H -0.5 -0.2 -0.2
H -0.4 0.2 0.1
H 0.2 0.0 -0.2
H 0.1 -0.3 -0.1
H -0.1 -0.1 0.1
H -0.1 0.2 0.2
H 0.0 0.4 -0.1

Results
gap between HOMO and LUMO (alpha / beta)	4.7 / 7.8	eV
energy	-1778.060451	hartree
spin multiplicity	4
LUMO level (alpha / beta)	-0.82 / -0.76	eV
expectation value of S²	3.781

Results of the Mulliken charge analysis, in e, for atoms 1 through 5: Al 0.386; Cl -0.187; C -0.987; C -0.957; H 0.307

=====

# 2
Formula: C19H22BCl5N2O2Pt
Source: the Open Molecules 2025 dataset
Level of theory: the ωB97M-V functional and the def2-TZVPD basis

Positions of all 52 atoms, in Å:
Pt1 0.759432 -2.180525 -1.294046
N1 -0.002372 -3.867688 -0.382795
C1 0.625115 -5.047232 -1.051599
C2 0.098886 -5.225924 -2.470931
C3 0.476148 -4.165343 -3.513522
N2 -0.233103 -2.883712 -3.296340
H1 0.221736 -3.826955 0.615397
H2 -1.018621 -3.925119 -0.471614
H3 0.388362 -5.933411 -0.459564
H4 1.708456 -4.906828 -1.011831
H5 -0.990537 -5.335381 -2.447531
H6 0.482175 -6.189084 -2.809993
H7 0.255569 -4.538132 -4.516158
H8 1.551293 -3.962163 -3.480411
H9 -1.243722 -3.002091 -3.343541
H10 -0.004359 -2.221201 -4.036355
Cl1 2.199605 -0.678527 -2.515251
C4 3.247345 -1.140973 -1.181934
C5 2.529023 -1.936982 -0.324037
C6 3.080856 -2.284318 0.887250
Cl2 2.173233 -3.164942 2.039023
C7 4.409107 -1.911834 1.152114
Cl3 5.139628 -2.374609 2.612936
C8 5.141910 -1.143149 0.220245
Cl4 6.744675 -0.689207 0.555073
C9 4.547557 -0.727608 -0.979662
Cl5 5.336488 0.243789 -2.129585
C10 -1.244445 4.278951 3.394261
C11 -2.150049 4.350661 2.167703
C12 -3.610956 4.304763 2.631959
C13 -1.885527 5.673559 1.437725
C14 -1.892654 3.186558 1.201237
C15 -2.633931 3.105187 0.036001
C16 -2.484712 2.090359 -0.903314
C17 -1.530237 1.143900 -0.605854
O1 -1.135122 -0.003216 -1.357091
B1 -0.179252 -0.541494 -0.571738
O2 0.089572 0.084851 0.579571
C18 -0.793417 1.199947 0.536207
C19 -0.936749 2.209889 1.470164
H11 -1.460458 5.123146 4.047996
H12 -0.188328 4.338441 3.126110
H13 -1.412316 3.369461 3.973281
H14 -3.801039 5.125576 3.323990
H15 -3.831439 3.370844 3.151176
H16 -4.308974 4.410041 1.802950
H17 -2.057659 6.507327 2.119051
H18 -2.545612 5.810797 0.582860
H19 -0.853460 5.733260 1.088779
H20 -3.370162 3.872111 -0.155438
H21 -3.073418 2.050850 -1.807679
H22 -0.333539 2.223383 2.364752

Cartesian forces, eV/Å:
Pt 1.5 -1.3 -2.2
N -0.1 1.0 0.4
C 0.0 0.0 -0.1
C 0.1 0.0 -0.2
C 0.0 -0.3 0.0
N -0.2 0.5 0.9
H 0.0 -0.1 -0.1
H 0.1 0.1 0.1
H 0.0 0.1 0.0
H 0.0 0.0 -0.1
H 0.0 0.0 0.0
H 0.0 0.0 -0.1
H 0.0 -0.1 0.1
H 0.0 0.0 0.0
H 0.1 -0.1 0.0
H 0.0 0.0 0.1
Cl -0.4 0.3 -0.2
C 0.4 -0.2 0.5
C -1.1 0.5 0.5
C 0.4 -0.1 0.0
Cl -0.2 -0.1 0.2
C 0.1 0.2 -0.2
Cl 0.0 0.0 0.1
C -0.2 -0.2 0.2
Cl -0.1 0.0 0.0
C -0.2 0.0 -0.1
Cl 0.0 0.0 0.0
C 0.0 0.0 0.0
C 0.1 -0.1 -0.1
C 0.0 0.0 0.1
C 0.0 0.1 0.1
C 0.4 0.2 0.7
C -0.4 -0.1 -0.8
C 0.1 0.0 0.0
C -0.3 -0.2 -0.7
O -0.2 0.1 -0.2
B -0.4 0.2 0.4
O 0.2 0.3 0.3
C 0.4 0.2 0.9
C 0.2 -0.4 -0.1
H 0.0 0.0 0.0
H 0.0 0.0 0.0
H 0.0 0.0 0.0
H 0.0 0.0 0.0
H 0.0 0.0 0.0
H 0.0 0.0 0.0
H 0.0 0.0 0.0
H 0.0 0.0 0.0
H 0.0 0.0 0.0
H -0.1 0.0 -0.1
H 0.0 0.0 0.0
H 0.0 0.0 0.0

Results
gap between HOMO and LUMO	5.8	eV
energy	-3441.824749	hartree
LUMO level	-8.18	eV
charge	+2
ΔE to the lowest compared entry with this formula, charge and spin	32.0	kcal per mole

Results of the Mulliken charge analysis, in e, for atoms 1 through 5: Pt 1.827; N -0.616; C -0.601; C -0.496; C -0.753

=====

# 3
Formula: C19H22Br2N
Source: the Open Molecules 2025 dataset
Level of theory: the ωB97M-V functional and the def2-TZVPD basis

Positions of all 44 atoms, in Å:
Br1 -6.014558 2.709494 -1.717564
C1 -4.364770 1.858142 -1.378913
C2 -4.327993 0.455844 -1.264519
C3 -3.107646 -0.161339 -1.011622
C4 -1.910587 0.591477 -0.856368
C5 -0.666205 -0.100432 -0.706013
C6 0.576266 0.519222 -0.940834
C7 1.823955 -0.090020 -1.041200
C8 3.061064 0.624696 -1.226150
C9 4.277416 -0.106968 -1.387015
C10 5.509997 0.526912 -1.510376
C11 5.570009 1.932946 -1.525302
Br2 7.245986 2.788432 -1.631085
C12 4.386633 2.687556 -1.459899
C13 3.152726 2.046323 -1.328307
C14 -1.982820 2.001962 -0.979760
C15 -3.200593 2.627386 -1.255313
H1 -5.214979 -0.150409 -1.431207
H2 -3.034770 -1.257227 -0.983778
H3 -0.790491 -1.181925 -0.764512
H4 0.573294 1.596103 -1.113408
H5 1.904239 -1.180176 -1.018961
H6 4.224024 -1.198594 -1.401449
H7 6.425013 -0.058589 -1.565359
H8 4.434966 3.772283 -1.485869
H9 2.240448 2.640716 -1.297550
H10 -1.074316 2.596519 -0.889832
H11 -3.217013 3.701450 -1.428228
C16 -2.969306 -1.412470 3.431544
C17 -2.280916 -1.169283 2.090863
N1 -0.828449 -1.307770 2.129645
C18 -0.056418 -2.076025 1.184665
C19 1.053061 -2.965634 1.721276
H12 -3.982238 -1.014629 3.395898
H13 -3.026612 -2.486796 3.626607
H14 -2.439947 -0.925575 4.258739
H15 -2.687383 -1.828171 1.311003
H16 -2.527511 -0.142271 1.771680
H17 -0.464123 -1.387363 3.092514
H18 -0.732996 -2.634394 0.502874
H19 0.507624 -1.329850 0.580081
H20 1.749430 -3.167886 0.906654
H21 1.575594 -2.441432 2.528177
H22 0.610907 -3.902216 2.068195

Cartesian forces, eV/Å:
Br 0.4 -0.2 0.0
C 0.0 -0.3 0.1
C 0.6 0.0 -0.1
C 0.1 0.1 -0.1
C -0.3 0.4 0.1
C -0.2 0.5 -2.4
C 0.1 0.0 0.2
C -0.3 0.3 -0.2
C 0.8 0.3 -0.7
C -0.3 0.2 0.2
C -0.3 0.2 0.1
C -0.4 -0.5 0.1
Br -0.4 -0.1 0.0
C -0.4 -0.3 0.1
C 0.4 -0.3 0.2
C -0.7 0.0 -0.1
C 0.7 -0.2 0.0
H 0.1 0.3 0.1
H -0.2 0.5 0.1
H 0.4 0.5 0.3
H -0.1 -0.4 0.3
H -0.1 0.3 0.2
H 0.1 0.3 0.1
H -0.2 0.1 -0.1
H 0.0 -0.2 -0.1
H 0.4 0.0 0.1
H -0.4 0.0 0.0
H -0.2 -0.2 0.2
C 0.2 -0.4 -0.2
C 0.2 0.5 -0.2
N 0.3 -0.3 1.7
C 0.8 0.8 -0.8
C -0.9 -0.2 0.4
H 0.0 0.0 0.1
H 0.0 0.1 0.2
H -0.1 0.0 -0.2
H 0.0 -0.1 0.2
H 0.0 -0.2 0.0
H -0.4 0.1 -0.9
H 0.3 0.1 0.3
H -0.4 -1.0 0.4
H 0.1 -0.1 0.1
H 0.0 -0.3 -0.1
H 0.4 0.0 0.2

Results
gap between HOMO and LUMO	5.3	eV
energy	-5939.664025	hartree
LUMO level	-5.79	eV
charge	+1
ΔE to the lowest compared entry with this formula, charge and spin	28.0	kcal per mole

Results of the Mulliken charge analysis, in e, for atoms 1 through 5: Br -0.103; C 0.095; C -0.721; C -0.157; C 0.606

=====

# 4
Formula: C19H22ClN3O6S
Source: the Open Molecules 2025 dataset
Level of theory: the ωB97M-V functional and the def2-TZVPD basis

Positions of all 52 atoms, in Å:
C1 -2.523958 2.203424 -2.023192
C2 -2.874305 1.331493 -0.683607
O1 -3.732354 0.500747 -0.623177
C3 -1.988127 1.463712 0.363417
C4 -0.990323 2.156634 0.440448
N1 -0.296844 2.048643 1.577099
C5 -1.070691 1.274007 2.228423
C6 -2.139648 0.630906 1.513442
C7 -3.223702 -0.276025 1.820947
H1 -3.358804 -0.923228 1.127642
H2 -3.963503 0.301203 1.855981
H3 -2.979143 -0.772422 2.749605
C8 -0.785360 0.416165 3.541663
O2 -1.040603 -0.438764 4.187793
O3 0.627320 0.758941 3.874262
C9 1.569736 -0.009115 4.364715
H4 0.867749 -0.619453 5.186188
H5 2.371363 0.479398 4.850556
C10 2.030236 -1.001850 3.315333
O4 3.108568 -0.634497 2.597890
N2 0.918018 -1.784174 2.664757
C11 0.710365 -1.674455 1.266987
C12 1.288582 -1.017526 0.381221
C13 0.748878 -0.877040 -0.960730
C14 -0.442011 -2.043674 -1.178109
C15 -1.099518 -2.527863 -0.132467
C16 -0.761387 -2.441768 1.044835
H6 -0.958147 -3.164982 1.900284
H7 -1.965316 -2.983304 -0.543750
Cl1 -1.139935 -1.638200 -2.771535
S1 1.460458 -0.039981 -2.102945
O5 0.298649 0.757074 -2.771462
O6 2.512541 0.751502 -1.476379
N3 1.781171 -1.052652 -3.292308
C17 3.031309 -1.749416 -2.844106
H8 4.168317 -1.177992 -2.771021
H9 2.858976 -2.246300 -1.737619
H10 3.365401 -2.419317 -3.434781
C18 1.990776 -0.632219 -4.636709
H11 1.233173 0.018127 -4.887175
H12 1.888360 -1.310575 -5.223144
H13 3.021895 0.133097 -4.977079
H14 2.025778 -0.393828 0.459448
H15 0.115636 -1.883460 3.296587
H16 0.659653 2.246004 1.913453
C19 -0.155847 3.189714 -0.335377
H17 -0.802971 4.094493 -0.673800
H18 0.072553 2.756686 -1.293918
H19 0.870857 3.408397 0.034338
H20 -1.498508 1.816536 -2.604091
H21 -2.486934 3.121525 -1.808135
H22 -3.318380 1.875653 -2.770699

Cartesian forces, eV/Å:
C 0.0 -10.4 -2.8
C 0.5 1.2 -4.9
O -1.6 -0.5 -0.9
C -7.5 -6.0 0.3
C 12.4 9.9 -2.1
N 1.6 0.6 1.4
C -5.4 -9.9 7.9
C 3.9 4.4 0.5
C 6.7 -0.7 4.7
H -0.8 -4.3 -4.6
H -6.8 4.2 0.8
H -0.5 -0.1 0.4
C 7.5 8.4 -5.9
O -6.6 -8.2 5.0
O -0.3 6.0 -3.9
C -2.7 -5.6 4.1
H 2.6 0.6 -1.0
H 0.7 0.6 0.3
C 2.8 2.5 -6.7
O -5.5 -2.9 3.9
N 4.0 1.9 1.8
C -8.9 -6.4 7.1
C -0.8 2.3 -7.7
C -5.5 -9.7 5.3
C 5.6 9.1 -4.6
C -4.6 -2.0 -7.3
C 8.3 0.8 9.6
H -0.6 1.5 -1.1
H -1.2 -1.0 0.5
Cl -0.6 -1.9 1.2
S -3.4 8.4 -4.5
O 3.9 -1.4 2.1
O -0.5 -1.2 -1.0
N 5.0 -2.1 0.8
C 0.9 3.4 7.1
H -3.6 -0.3 0.1
H 0.5 1.2 -2.9
H 1.1 -5.2 -4.5
C 3.6 10.6 4.8
H -1.9 1.7 -0.4
H -0.5 -8.7 -6.8
H -2.6 -2.7 1.6
H 4.7 3.0 1.5
H 0.5 0.0 -0.8
H -1.0 0.3 -0.8
C -1.9 0.8 -2.9
H 1.4 -1.1 1.1
H 0.1 -0.3 -0.7
H -1.2 0.1 0.5
H -2.5 1.0 2.2
H 0.2 7.3 1.3
H 0.7 1.0 1.0

Results
gap between HOMO and LUMO	6.8	eV
energy	-2210.657689	hartree
LUMO level	-1.62	eV
ΔE to the lowest compared entry with this formula, charge and spin	432.0	kcal per mole

Results of the Mulliken charge analysis, in e, for atoms 1 through 5: C -1.394; C 0.901; O -0.652; C 0.287; C 0.141